[1]
Density functional theory data (ωB97M-V with the def2-TZVPD basis set) for a structure of composition C20H22Cl2GeNPd in a non-equilibrium geometry.

Results
Gap between HOMO and LUMO (spin up / spin down) in eV: 7.2465 / 7.2457
Maximum force in hartree/bohr: 0.02276
Energy above the lowest of the compared OMol25 structures with the same formula, charge and spin in eV: 0.000
E in Ha: -3955.0312
Highest occupied orbital energy (spin up / spin down) in eV: -11.22 / -11.22

Geometry as ORCA input:
```
! wB97M-V def2-TZVPD RIJCOSX def2/J DEFGRID3
* xyz 1 1
Pd -0.711 0.793 0.412
C -0.067 -1.790 3.787
C -0.566 -2.920 3.158
C -0.547 -3.015 1.769
C -0.019 -1.992 1.002
C 0.552 -0.856 1.638
C 0.491 -0.767 3.034
C -0.155 -1.990 -0.471
C -0.043 -3.171 -1.233
C -0.219 -3.109 -2.585
C -0.491 -1.870 -3.206
C -0.674 -1.735 -4.602
C -0.916 -0.507 -5.148
C -0.987 0.636 -4.323
C -0.824 0.536 -2.971
C -0.572 -0.724 -2.386
N -0.420 -0.820 -1.034
H -0.100 -1.707 4.864
H -0.993 -3.726 3.739
H -0.999 -3.875 1.291
H 0.921 0.093 3.528
H 0.202 -4.103 -0.745
H -0.141 -4.002 -3.192
H -0.613 -2.618 -5.225
H -1.051 -0.404 -6.216
H -1.172 1.604 -4.771
H -0.878 1.406 -2.326
Cl -3.336 -0.037 1.164
C -4.066 1.434 0.553
Cl -2.717 2.580 0.009
H -4.630 1.971 1.305
H -4.646 1.221 -0.336
C 0.927 2.706 2.891
Ge 1.904 1.959 1.370
C 1.566 3.041 -0.233
C 3.826 1.845 1.671
C 1.178 0.188 0.827
H 1.024 3.791 2.855
H 1.318 2.362 3.848
H -0.138 2.468 2.851
H 2.261 3.882 -0.243
H 0.554 3.450 -0.250
H 1.722 2.461 -1.142
H 4.224 2.831 1.906
H 4.317 1.483 0.768
H 4.068 1.170 2.491
H 1.636 -0.172 -0.091
*
```

***

[2]
Density functional theory data (ωB97M-V with the def2-TZVPD basis set) for a structure of composition C6H20AgFO6 in a non-equilibrium geometry.

Results
Gap between HOMO and LUMO in eV: 7.9499
Maximum force in hartree/bohr: 0.16146
Energy above the lowest of the compared OMol25 structures with the same formula, charge and spin in eV: 7.477
E in Ha: -938.5157
Highest occupied orbital energy in eV: -7.93

Geometry as ORCA input:
```
! wB97M-V def2-TZVPD RIJCOSX def2/J DEFGRID3
* xyz 0 1
Ag 0.069 -0.742 -0.796
F -0.016 -0.752 1.238
C 1.818 -0.647 -2.315
O 1.230 0.402 -1.658
H 1.143 -1.489 -2.161
H 1.934 -0.501 -3.389
H 2.802 -0.726 -1.853
H 1.714 1.227 -1.738
C -0.983 2.068 -0.322
O -2.140 1.764 0.402
H -0.342 1.190 -0.239
H -1.188 2.201 -1.385
H -0.584 3.048 -0.061
H -2.566 1.180 -0.228
C -2.322 -1.605 0.032
C -2.659 -0.923 -1.289
O -1.761 0.224 -1.488
O -1.010 -2.160 -0.042
H -3.059 -2.368 0.283
H -2.479 -0.992 0.919
H -3.734 -0.760 -1.363
H -2.354 -1.633 -2.057
H -1.979 0.664 -2.313
H -0.681 -1.820 0.793
C 2.280 0.896 1.582
C 2.168 0.074 2.835
O 0.894 -0.171 3.495
O 1.914 0.117 0.404
H 3.335 1.164 1.535
H 1.858 1.899 1.514
H 2.668 0.513 3.698
H 2.737 -0.844 2.690
H 0.231 -0.180 2.801
H 1.062 -0.320 0.480
*
```

***

[3]
Density functional theory data (ωB97M-V with the def2-TZVPD basis set) for a structure of composition C24H20N7ORuS3 in a non-equilibrium geometry.

Results
<S²>: 8.765
Gap between HOMO and LUMO (spin up / spin down) in eV: 6.6646 / 6.3235
Maximum force in hartree/bohr: 0.02298
Energy above the lowest of the compared OMol25 structures with the same formula, charge and spin in eV: 0.000
E in Ha: -2674.4598
Highest occupied orbital energy (spin up / spin down) in eV: -7.75 / -8.37

Geometry as ORCA input:
```
! wB97M-V def2-TZVPD RIJCOSX def2/J DEFGRID3
* xyz 0 6
Ru 0.033 0.316 -0.303
C 2.142 -2.897 2.013
C 1.101 -2.024 1.371
N 1.445 -1.113 0.513
N 2.800 -1.063 0.185
C 3.113 -0.120 -0.625
S 2.084 1.124 -1.319
S 4.791 0.013 -1.154
C 5.385 -1.692 -0.917
C 4.873 -2.644 -1.961
C 5.503 -2.726 -3.201
C 5.030 -3.584 -4.181
C 3.912 -4.371 -3.935
C 3.275 -4.293 -2.706
C 3.754 -3.436 -1.724
C -0.312 -2.200 1.709
C -0.638 -2.742 2.971
C -1.936 -2.955 3.359
C -2.969 -2.657 2.462
C -2.692 -2.149 1.218
C -1.369 -1.895 0.816
O -1.168 -1.397 -0.397
H 2.847 -3.237 1.259
H 1.690 -3.753 2.501
H 2.721 -2.322 2.739
H 5.122 -2.004 0.090
H 6.469 -1.589 -0.980
H 6.368 -2.103 -3.401
H 5.533 -3.637 -5.138
H 3.545 -5.047 -4.697
H 2.401 -4.901 -2.507
H 3.254 -3.376 -0.766
H 0.160 -2.959 3.669
H -2.157 -3.345 4.342
H -4.000 -2.821 2.752
H -3.480 -1.900 0.518
N -0.595 1.248 1.541
C -1.762 1.462 1.445
N -2.987 1.727 1.392
C -3.771 1.561 0.338
N -4.502 1.448 -0.551
N -1.990 4.486 -5.632
C -1.769 3.159 -5.615
S -1.641 2.258 -6.956
C -1.610 2.569 -4.216
C -1.605 1.197 -4.046
C -1.470 0.684 -2.769
N -1.296 1.454 -1.692
C -1.290 2.778 -1.853
C -1.460 3.369 -3.092
H -2.179 4.896 -6.532
H -2.328 4.981 -4.825
H -1.723 0.543 -4.898
H -1.529 -0.383 -2.587
H -1.145 3.372 -0.959
H -1.434 4.448 -3.141
*
```

***

[4]
Density functional theory data (ωB97M-V with the def2-TZVPD basis set) for a cluster of 2 separate species, C4H8O2 in total.

Results
Gap between HOMO and LUMO (spin up / spin down) in eV: 7.4742 / 7.4658
Maximum force in hartree/bohr: 0.00646
Energy above the lowest of the compared OMol25 structures with the same formula, charge and spin in eV: 5.816
E in Ha: -307.4987
Highest occupied orbital energy (spin up / spin down) in eV: -7.59 / -7.59

Geometry as ORCA input:
```
! wB97M-V def2-TZVPD RIJCOSX def2/J DEFGRID3
* xyz 0 1
C 2.180 -0.076 -0.080
O 1.244 -0.028 -1.141
C -0.057 0.142 -0.737
C -1.866 -0.863 0.468
C -0.507 1.241 0.001
O -1.590 1.143 0.637
H 3.164 -0.215 -0.536
H 2.182 0.854 0.507
H 1.971 -0.912 0.602
H -0.762 -0.244 -1.471
H -1.697 -1.668 -0.238
H -1.389 -1.005 1.430
H -2.908 -0.564 0.522
H 0.035 2.194 0.035
*
```